(1)
Here is one molecule with the formula C10H20BN3O3 in a non-equilibrium geometry from OMol25. Energies are from ωB97M-V/def2-TZVPD.

As for the SMILES: O=C(CN[C@@H]1CCNC1)N1CCC[C@H]1B(O)O. As for the LUMO energy: 0.5 eV. The value obtained for the HOMO-LUMO gap is 0.337 Eh. Its highest occupied orbital energy is -8.654 eV.

Element x y z (Å)
O1 -0.83136 1.18152 0.68775
C1 0.11023 1.01247 -0.05202
C2 1.43575 0.79824 0.59916
N1 1.32372 0.50321 1.99490
C3 1.37369 -0.93898 2.46874
C4 0.23022 -1.79409 1.87645
C5 -0.32032 -2.51505 3.13462
N2 0.53017 -2.25908 4.30898
C6 1.25035 -1.04011 4.01515
N3 -0.03659 1.00299 -1.44656
C7 1.03043 0.71200 -2.40592
C8 0.56028 1.29143 -3.76096
C9 -0.78799 1.95715 -3.52410
C10 -1.26748 1.46336 -2.17940
B1 -2.51302 0.46536 -2.25591
O2 -3.32217 0.38519 -3.39042
O3 -2.76820 -0.22131 -1.08244
H1 2.09849 1.68473 0.42595
H2 1.98586 -0.01897 0.13175
H3 0.44857 0.91378 2.30372
H4 2.34373 -1.34162 2.17469
H5 -0.46786 -1.08082 1.41300
H6 0.59481 -2.47031 1.07771
H7 -0.37365 -3.62633 2.95462
H8 -1.33338 -2.15018 3.35760
H9 1.15551 -3.06505 4.34839
H10 0.67510 -0.21168 4.41286
H11 2.19980 -1.04807 4.55115
H12 1.14761 -0.37209 -2.44622
H13 1.96807 1.13375 -2.05985
H14 0.53450 0.54150 -4.54882
H15 1.27095 2.07272 -4.09674
H16 -0.70394 3.07842 -3.52420
H17 -1.53094 1.70513 -4.28257
H18 -1.72622 2.30448 -1.64944
H19 -4.03356 -0.24292 -3.18264
H20 -2.25116 0.18926 -0.34899

=====

(2)
Here is C10H20Br2O5 as an isolated structure in a non-equilibrium geometry from OMol25. Energies are from ωB97M-V/def2-TZVPD.

The total charge is -2. As for the LUMO energy: 4.5 eV. The value obtained for the HOMO-LUMO gap is 0.089 Eh. Its highest occupied orbital energy is 2.048 eV.

Element x y z (Å)
C1 -10.11329 -17.05332 -26.32552
C2 -10.46397 -18.45506 -26.85043
O1 -11.57098 -18.96114 -26.14544
H1 -9.85867 -17.02841 -25.26597
H2 -10.94953 -16.39376 -26.55742
H3 -9.28476 -16.74567 -26.96348
H4 -9.64100 -19.16865 -26.81031
H5 -10.52172 -18.45881 -27.93890
C3 -12.05098 -19.65536 -28.89411
C4 -13.25658 -18.86880 -28.53297
O2 -13.73810 -18.91115 -27.21973
H6 -12.11175 -20.73117 -28.72959
H7 -11.21148 -19.17000 -28.39636
H8 -11.73506 -19.61494 -29.93654
H9 -14.00719 -19.30944 -29.18912
H10 -13.04055 -17.86388 -28.89568
Br1 -11.59963 -18.01825 -30.78559
C5 -11.25454 -16.60590 -29.50188
C6 -12.11514 -15.32150 -29.57163
Br2 -11.69184 -13.86560 -28.34006
H11 -10.20816 -16.34747 -29.66439
H12 -11.44757 -16.99375 -28.50168
H13 -13.18378 -15.50045 -29.45300
H14 -11.87522 -14.81650 -30.50732
C7 -10.36557 -20.57785 -29.48505
C8 -9.35185 -21.72519 -29.71032
C9 -7.87068 -21.59162 -29.22343
O3 -7.62142 -22.97604 -29.01760
C10 -8.65385 -23.47608 -28.43139
O4 -8.74821 -24.44891 -27.83374
O5 -9.73280 -22.77305 -28.84189
H15 -11.42932 -20.80912 -29.42990
H16 -10.41155 -19.98896 -30.40112
H17 -10.14960 -20.10726 -28.52588
H18 -9.31336 -22.04558 -30.75146
H19 -7.67980 -20.99625 -28.33057
H20 -7.32888 -21.25696 -30.10804

=====

(3)
Here is a 5-piece molecular cluster, C10H20Cl10 overall in a non-equilibrium geometry from OMol25. Energies are from ωB97M-V/def2-TZVPD.

As for the SMILES: ClCCCl.ClCCCl.ClCCCl.ClCCCl.ClCCCl. As for the LUMO energy: 0.3 eV. The value obtained for the HOMO-LUMO gap is 0.386 Eh. Its highest occupied orbital energy is -10.240 eV.

Element x y z (Å)
Cl1 -2.46455 2.80433 -0.99081
C1 -3.88756 3.00742 0.15949
C2 -3.55230 4.27933 0.97000
Cl2 -3.85447 5.85186 0.15367
H1 -4.10984 2.12141 0.75420
H2 -4.77290 3.22047 -0.43957
H3 -2.57636 4.18947 1.44705
H4 -4.25974 4.17046 1.79206
Cl3 3.39697 0.52472 1.68711
C3 3.46914 -0.38350 3.27035
C4 3.87810 0.37668 4.52580
Cl4 5.56501 0.99913 4.24450
H5 4.08609 -1.25742 3.06122
H6 2.48290 -0.83660 3.37105
H7 3.87842 -0.28691 5.39052
H8 3.12997 1.07086 4.90859
Cl5 -3.32592 -1.20638 0.91032
C5 -4.10460 -2.83149 1.03787
C6 -3.22166 -3.72981 1.78168
Cl6 -1.56772 -3.96541 1.04552
H9 -4.21356 -3.12515 -0.00615
H10 -5.13456 -2.81863 1.39441
H11 -3.73092 -4.69280 1.81889
H12 -3.04521 -3.42274 2.81253
Cl7 4.19373 1.68424 -5.36878
C7 3.98740 0.07203 -4.70153
C8 2.62355 -0.55940 -4.92938
Cl8 2.23099 -0.55696 -6.71257
H13 4.17393 0.31568 -3.65562
H14 4.82311 -0.52929 -5.05944
H15 1.80838 -0.12166 -4.35320
H16 2.54760 -1.56876 -4.52497
Cl9 2.14581 -0.99156 -1.28673
C9 0.79534 -0.39993 -0.21217
C10 -0.48058 -0.34624 -0.98498
Cl10 -0.37521 0.53857 -2.48365
H17 1.00069 0.59638 0.17932
H18 0.64732 -1.03354 0.66233
H19 -1.30306 0.18418 -0.50510
H20 -0.88369 -1.34304 -1.16384

=====

(4)
Here is C10H20Cl10 as an isolated structure in a non-equilibrium geometry from OMol25. Energies are from ωB97M-V/def2-TZVPD.

As for the LUMO energy: 0.2 eV. The value obtained for the HOMO-LUMO gap is 0.332 Eh. Its highest occupied orbital energy is -8.870 eV.

Element x y z (Å)
Cl1 -3.90598 1.56840 -0.80051
C1 -2.64494 2.00520 0.43783
C2 -2.40885 0.88240 1.43706
Cl2 -3.76166 0.81789 2.47053
H1 -2.81350 2.94806 0.95813
H2 -1.68402 2.09523 -0.06875
H3 -1.52870 1.20387 1.99391
H4 -2.34540 -0.07173 0.91388
Cl3 3.70390 4.45934 0.22548
C3 3.75285 2.74605 -0.19641
C4 3.49364 1.98259 1.07045
Cl4 1.75599 1.98315 1.43990
H5 4.74520 2.55815 -0.60634
H6 2.95450 2.49040 -0.89310
H7 4.04030 2.41283 1.90959
H8 3.75778 0.93536 0.92339
Cl5 2.12309 1.64767 -1.97270
C5 0.64538 1.43571 -1.07517
C6 0.60991 0.16309 -0.23540
Cl6 -0.35131 0.56798 1.22656
H9 -0.16686 1.60039 -1.78317
H10 0.41700 2.27644 -0.42011
H11 1.58858 -0.24083 0.02375
H12 0.07188 -0.63923 -0.74028
Cl7 -1.03912 -2.86340 -0.06996
C7 0.45242 -3.72838 0.52797
C8 1.76483 -3.25316 0.00680
Cl8 2.22032 -1.53966 0.32460
H13 0.33358 -4.79768 0.35309
H14 0.44717 -3.59507 1.60977
H15 1.74437 -3.32982 -1.08030
H16 2.56197 -3.96800 0.21090
Cl9 -1.61453 0.51840 -1.79261
C9 -1.90829 -1.19434 -1.38903
C10 -3.22696 -1.47598 -0.62503
Cl10 -3.54213 -3.16745 -0.41371
H17 -1.04469 -1.55133 -0.82791
H18 -1.89869 -1.76552 -2.31733
H19 -4.07391 -1.03209 -1.14823
H20 -3.22493 -1.08486 0.39237

=====

(5)
Here is a 5-piece molecular cluster, C10H20Cl10 overall in a non-equilibrium geometry from OMol25. Energies are from ωB97M-V/def2-TZVPD.

The spin multiplicity is 2. The total charge is +1. As for the LUMO energy (spin up / spin down): -2.6 / -10.1 eV. The value obtained for the HOMO-LUMO gap (spin up / spin down) is 0.372 / 0.094 Eh. Its highest occupied orbital energy (spin up / spin down) is -12.703 / -12.703 eV.

Element x y z (Å)
Cl1 0.36832 2.47550 -2.92246
C1 -1.16592 3.14952 -2.50082
C2 -1.36903 4.55242 -3.07365
Cl2 -0.06132 5.80441 -2.67595
H1 -1.18989 3.05967 -1.41479
H2 -1.93937 2.52035 -2.94130
H3 -2.29552 4.99410 -2.70671
H4 -1.54570 4.49005 -4.14742
Cl3 -2.93109 0.17283 -4.03300
C3 -3.65840 -0.22632 -2.46194
C4 -3.40634 -1.66456 -2.04990
Cl4 -4.16839 -2.06696 -0.48561
H5 -4.70149 0.02721 -2.65112
H6 -3.26313 0.49314 -1.74483
H7 -2.33797 -1.88042 -2.05912
H8 -3.90855 -2.37395 -2.70767
Cl5 1.05628 0.61538 5.12872
C5 1.46055 2.17692 5.66854
C6 2.76141 2.59234 4.97351
Cl6 4.22929 1.49749 5.32442
H9 1.34000 2.31667 6.74280
H10 0.65902 2.85406 5.37333
H11 3.05688 3.59490 5.28283
H12 2.72002 2.56057 3.88476
Cl7 -0.61952 0.58120 -0.49479
C7 0.98075 0.01974 -0.12382
C8 1.39086 0.39514 1.32622
Cl8 2.17347 1.96750 1.23948
H13 1.70595 0.40921 -0.83831
H14 0.94388 -1.06926 -0.09509
H15 2.13946 -0.29478 1.71572
H16 0.62687 0.47374 2.09968
Cl9 1.24693 -3.50608 -1.51814
C9 0.98494 -4.95570 -0.49691
C10 1.76967 -6.10833 -1.09534
Cl10 1.57812 -7.66965 -0.27609
H17 -0.08206 -5.15580 -0.59465
H18 1.12362 -4.65425 0.54136
H19 2.85146 -5.98289 -1.04956
H20 1.47602 -6.18501 -2.14224

=====

(6)
Here is C10H20Cl10F8Mg2N4O16S8 as an isolated structure in a non-equilibrium geometry from OMol25. Energies are from ωB97M-V/def2-TZVPD.

As for the LUMO energy: -1.0 eV. The value obtained for the HOMO-LUMO gap is 0.352 Eh. Its highest occupied orbital energy is -10.613 eV.

Element x y z (Å)
Mg1 2.33784 18.90405 5.68782
Mg2 4.34597 21.74683 3.59651
N1 3.62067 22.78207 5.01004
S1 2.34936 22.36262 5.96349
O1 2.26650 22.90921 7.24127
O2 2.25275 20.92834 5.85094
F1 1.19398 22.88630 5.10786
S2 4.02057 24.27671 5.51584
O3 4.98745 24.28711 6.52464
O4 2.93170 25.16884 5.46273
F2 4.84277 24.64458 4.18855
N2 2.02718 18.64992 3.82124
S3 1.78091 19.80492 2.66386
O5 1.50454 19.47046 1.34292
O6 2.64810 20.92071 2.94504
F3 0.38812 20.27269 3.19593
S4 1.84462 17.26709 2.98450
O7 2.88244 17.04053 2.04884
O8 0.50648 16.97773 2.66200
F4 2.16772 16.30052 4.18367
N3 1.72708 18.07366 7.26587
S5 2.51182 18.35597 8.73611
O9 3.74994 17.71517 8.80855
O10 1.65280 18.44554 9.84009
F5 2.88179 19.85680 8.35884
S6 0.64356 16.96710 7.70047
O11 -0.61610 17.50508 8.00245
O12 1.18972 15.95392 8.52295
F6 0.46685 16.24490 6.31075
N4 5.28453 20.12816 4.08302
S7 5.54361 19.58421 5.64249
O13 6.80982 19.20070 6.08402
O14 4.37270 18.88700 6.06971
F7 5.39630 21.00139 6.28857
S8 6.27497 19.11036 3.28181
O15 5.97068 17.74804 3.50397
O16 7.63036 19.51965 3.26950
F8 5.74681 19.45929 1.84034
Cl1 12.39037 18.53235 7.02841
C1 10.65307 18.86383 6.67397
C2 9.84225 19.10389 7.92961
Cl2 9.87286 17.67401 8.98616
H1 10.34247 17.94471 6.18415
H2 10.59221 19.68714 5.96679
H3 8.85355 19.20360 7.48153
H4 10.20729 19.91941 8.54075
Cl3 6.72324 21.92575 -2.13586
C3 6.45694 22.17218 -0.40480
C4 5.12273 22.83975 -0.17180
Cl4 4.78933 22.76112 1.62448
H5 7.27209 22.76789 0.00063
H6 6.50982 21.19920 0.07920
H7 4.29865 22.32827 -0.65561
H8 5.21297 23.89762 -0.39500
Cl5 7.36623 22.69318 3.76477
C5 9.13753 22.39062 3.87162
C6 9.74585 23.22133 4.98063
Cl6 9.01465 22.78189 6.54612
H9 9.51915 22.67386 2.89528
H10 9.24628 21.32999 4.07817
H11 9.54934 24.27407 4.80397
H12 10.80097 22.97243 5.05971
Cl7 4.01581 19.61516 -0.27617
C7 3.24961 19.03963 -1.77863
C8 2.27677 20.03711 -2.33106
Cl8 3.13907 21.46971 -2.99003
H13 2.67138 18.17187 -1.45622
H14 3.98753 18.71908 -2.50644
H15 1.55616 20.40033 -1.60602
H16 1.75593 19.59844 -3.18010
Cl9 5.68546 13.16940 2.62930
C9 4.93576 14.48209 3.59963
C10 5.77139 14.79313 4.82823
Cl10 4.69749 15.60322 6.00792
H17 3.94716 14.10539 3.83154
H18 4.89940 15.37125 2.97634
H19 6.57291 15.48437 4.59071
H20 6.16499 13.88374 5.27197